# 1
# C5H10BNO3

2 unconnected molecules or ions with the total composition C5H10BNO3 (the ωB97M-V functional and the def2-TZVPD basis, OMol25).

Element x y z (Å)
C 0.01 1.32 2.05
C 0.02 0.36 0.91
C -0.53 0.63 -0.23
C -0.18 -0.49 -1.20
C 0.87 0.01 -2.17
O 0.05 -1.55 -0.31
N 0.55 -0.98 0.88
H -0.92 1.23 2.61
H 0.08 2.36 1.66
H 0.87 1.14 2.71
H -0.91 1.51 -0.62
H -0.97 -0.70 -1.88
H 0.48 1.01 -2.63
H 1.13 -0.72 -2.93
H 1.66 0.34 -1.44
H 0.18 -1.50 1.69
O -2.78 -1.37 2.58
B -2.16 -2.29 2.15
O -1.65 -3.33 1.49
H -1.28 -3.15 0.59

Max |F| = 0.0598 Eh/bohr
Relative energy (zero: lowest compared OMol25 entry of this formula, charge and spin) = 2.784 eV
SMILES = CC1=C[C@@H](C)ON1.O=BO
Gap between HOMO and LUMO = 0.3237 Eh

Atomic partial charges in e from the Mulliken method, atoms 1 to 4:
1 C -1.331
2 C 0.564
3 C -0.653
4 C 0.310

---

# 2
# C3H10NOPS

2 unconnected molecules or ions with the total composition C3H10NOPS (the ωB97M-V functional and the def2-TZVPD basis, OMol25).

Element x y z (Å)
C 2.26 -1.60 0.10
S 1.44 -2.56 -1.26
P -0.61 -1.65 -1.15
N -0.47 -0.64 -2.54
O -1.44 -2.96 -1.59
H 1.56 -1.09 0.60
H 2.92 -0.84 -0.29
H 2.73 -2.36 0.68
H 0.41 -0.82 -2.99
H -0.61 0.34 -2.36
H -1.83 -2.81 -2.41
C -1.66 2.02 2.43
C -0.99 2.07 1.29
H -1.57 1.28 3.08
H -2.45 2.78 2.45
H -0.18 1.35 1.17
H -1.08 2.75 0.54

Max |F| = 0.1104 Eh/bohr
Relative energy (zero: lowest compared OMol25 entry of this formula, charge and spin) = 2.337 eV
SMILES = CSP(N)O.C=C
Gap between HOMO and LUMO = 0.3435 Eh

Atomic partial charges in e from the Mulliken method, atoms 1 to 4:
1 C -0.629
2 S -0.221
3 P 0.315
4 N -0.589

---

# 3
# C5H11BN4O5

2 unconnected molecules or ions with the total composition C5H11BN4O5 (the ωB97M-V functional and the def2-TZVPD basis, OMol25).

Element x y z (Å)
N 3.47 0.30 -0.54
C 2.76 -0.55 -1.49
N 1.47 -0.99 -0.93
C 1.11 -2.33 -0.96
C -0.18 -2.48 -0.35
N -0.52 -1.18 0.02
N -1.72 -0.84 0.66
C 0.45 -0.27 -0.33
B 0.34 1.31 -0.07
O -0.75 1.78 0.67
O 1.24 2.27 -0.57
H 3.86 -0.22 0.24
H 4.15 0.91 -0.99
H 3.38 -1.48 -1.64
H 2.67 -0.11 -2.52
H 1.67 -3.19 -1.38
H -0.77 -3.41 -0.23
H -1.53 -0.25 1.48
H -2.10 -1.71 1.04
H -1.53 1.69 0.06
H 1.20 2.20 -1.54
C -4.08 1.56 1.69
O -3.57 2.12 0.68
O -3.29 1.72 2.82
O -5.12 0.92 1.82
H -2.61 2.24 2.35

Max |F| = 0.0677 Eh/bohr
Relative energy (zero: lowest compared OMol25 entry of this formula, charge and spin) = 1.154 eV
Gap between HOMO and LUMO = 0.1996 Eh

Atomic partial charges in e from the Mulliken method, atoms 1 to 4:
1 N -0.440
2 C -0.522
3 N 0.213
4 C -0.267

---

# 4
# C6H8F3N2O

2 unconnected molecules or ions with the total composition C6H8F3N2O (the ωB97M-V functional and the def2-TZVPD basis, OMol25).

Element x y z (Å)
C -1.11 -2.04 -0.13
C -1.16 -0.72 -0.36
C 0.26 -2.44 0.14
C 0.00 0.72 1.04
C 0.47 0.58 -1.39
C -4.45 -0.26 0.11
N 1.01 -1.28 -0.10
N 0.16 -0.18 -0.20
O 0.73 -3.42 0.52
F -4.55 -0.05 -1.18
F -4.70 -1.44 0.57
F -4.38 0.75 0.91
H -1.94 -2.76 0.11
H 0.91 0.89 1.55
H -0.47 1.62 0.72
H -0.66 0.25 1.86
H -0.42 1.32 -1.59
H 1.52 1.06 -1.26
H 0.71 -0.08 -2.38
H 2.06 -1.19 0.11

Max |F| = 0.0901 Eh/bohr
Total charge = +1
Relative energy (zero: lowest compared OMol25 entry of this formula, charge and spin) = 6.017 eV
Gap between HOMO and LUMO = 0.2052 Eh

Atomic partial charges in e from the Mulliken method, atoms 1 to 4:
1 C -0.546
2 C -0.120
3 C 0.301
4 C -0.750

---

# 5
# C22H37AuN2O4SSi

A molecular structure, C22H37AuN2O4SSi (the ωB97M-V functional and the def2-TZVPD basis, OMol25).

Element x y z (Å)
Au 0.75 0.60 -0.35
C 2.39 -0.96 -7.20
C 1.40 -0.65 -6.12
C 1.32 -1.43 -4.97
C 0.42 -1.14 -3.96
C -0.42 -0.04 -4.10
C -0.37 0.75 -5.23
C 0.54 0.44 -6.23
S -1.55 0.35 -2.81
O -2.64 1.07 -3.40
O -1.76 -0.85 -2.05
N -0.68 1.35 -1.85
C -0.62 2.67 -2.23
C -0.61 3.65 -0.78
O -1.38 4.56 -0.93
O 0.20 3.21 0.01
H 2.66 -2.01 -7.20
H 3.30 -0.38 -7.07
H 1.99 -0.72 -8.18
H 1.97 -2.29 -4.87
H 0.35 -1.76 -3.08
H -1.05 1.58 -5.34
H 0.57 1.05 -7.13
H -1.40 3.00 -2.91
H 0.37 3.04 -2.53
C -1.48 2.27 2.73
C -1.79 0.84 2.27
C -2.62 0.17 3.38
C -2.69 0.96 1.02
Si -0.20 -0.18 1.90
C 1.20 0.16 3.18
C 2.35 -0.85 3.07
C 0.68 0.06 4.63
C 1.81 1.56 3.00
C -0.53 -2.06 1.65
C -1.85 -2.34 0.92
C 0.57 -2.70 0.80
C -0.60 -2.79 3.00
H -2.42 2.81 2.81
H -0.85 2.81 2.04
H -1.02 2.29 3.72
H -3.47 0.82 3.61
H -2.06 0.05 4.31
H -3.02 -0.80 3.10
H -3.54 1.60 1.27
H -3.08 0.01 0.69
H -2.16 1.42 0.19
H 2.05 -1.87 3.34
H 3.14 -0.56 3.76
H 2.78 -0.90 2.07
H 0.24 -0.91 4.85
H -0.06 0.82 4.86
H 1.52 0.20 5.31
H 2.04 1.79 1.96
H 2.73 1.63 3.57
H 1.15 2.35 3.35
H -1.93 -1.82 -0.03
H -2.72 -2.10 1.53
H -1.90 -3.41 0.71
H 0.53 -2.33 -0.23
H 0.41 -3.78 0.77
H 1.58 -2.53 1.18
H -1.35 -2.36 3.67
H 0.35 -2.81 3.54
H -0.88 -3.83 2.82
N 3.87 0.38 0.01
C 2.75 0.21 -0.26
H 4.73 0.60 0.45

Spin multiplicity = 3
Max |F| = 0.0120 Eh/bohr
Relative energy (zero: lowest compared OMol25 entry of this formula, charge and spin) = 0.181 eV
Gap between HOMO and LUMO (spin up / spin down) = 0.2821 / 0.2595 Eh

Atomic partial charges in e from the Mulliken method, atoms 1 to 4:
1 Au 0.203
2 C -1.464
3 C 0.930
4 C -0.863

---

# 6
# C18H19FN2O4S

A single C18H19FN2O4S molecule (the ωB97M-V functional and the def2-TZVPD basis, OMol25).

Element x y z (Å)
C -0.48 -2.93 -0.62
O -0.24 -1.55 -0.78
C -1.24 -0.67 -0.57
C -2.54 -1.04 -0.22
C -3.53 -0.09 0.00
O -4.81 -0.37 0.34
C -5.20 -1.71 0.46
C -3.21 1.28 -0.11
O -4.24 2.15 0.13
C -3.98 3.53 0.03
C -1.93 1.64 -0.46
C -0.93 0.69 -0.70
C 0.40 1.14 -1.04
N 1.32 0.35 -1.40
N 2.56 0.85 -1.59
C 3.63 0.03 -1.74
O 3.58 -1.15 -1.99
C 4.95 0.74 -1.49
S 4.92 1.56 0.15
C 3.83 0.43 1.00
C 4.14 -0.92 1.10
C 3.23 -1.80 1.68
C 2.03 -1.33 2.18
C 1.73 0.02 2.12
C 2.63 0.88 1.53
F 2.31 2.19 1.43
H -1.23 -3.30 -1.33
H -0.79 -3.18 0.40
H 0.48 -3.41 -0.83
H -2.79 -2.08 -0.12
H -6.26 -1.69 0.72
H -5.08 -2.26 -0.48
H -4.65 -2.23 1.26
H -3.67 3.80 -0.99
H -3.22 3.85 0.74
H -4.92 4.02 0.26
H -1.66 2.68 -0.56
H 0.58 2.22 -0.93
H 2.72 1.84 -1.38
H 5.77 0.03 -1.53
H 5.13 1.54 -2.21
H 5.07 -1.29 0.69
H 3.47 -2.85 1.73
H 1.33 -2.02 2.63
H 0.79 0.41 2.49

Max |F| = 0.0237 Eh/bohr
Relative energy (zero: lowest compared OMol25 entry of this formula, charge and spin) = 2.331 eV
SMILES = COc1cc(OC)c(OC)cc1/C=N/NC(=O)CSc1ccccc1F
Gap between HOMO and LUMO = 0.2978 Eh

Atomic partial charges in e from the Mulliken method, atoms 1 to 4:
1 C -1.073
2 O -0.361
3 C -0.257
4 C -0.475

---

> The lowest max |F| belongs to which entry?

C22H37AuN2O4SSi

---

> Look up the max |F| of the third one.

0.0677 Eh/bohr

---

Repeat the first record exactly.
# C5H10BNO3

2 unconnected molecules or ions with the total composition C5H10BNO3 (the ωB97M-V functional and the def2-TZVPD basis, OMol25).

Element x y z (Å)
C 0.01 1.32 2.05
C 0.02 0.36 0.91
C -0.53 0.63 -0.23
C -0.18 -0.49 -1.20
C 0.87 0.01 -2.17
O 0.05 -1.55 -0.31
N 0.55 -0.98 0.88
H -0.92 1.23 2.61
H 0.08 2.36 1.66
H 0.87 1.14 2.71
H -0.91 1.51 -0.62
H -0.97 -0.70 -1.88
H 0.48 1.01 -2.63
H 1.13 -0.72 -2.93
H 1.66 0.34 -1.44
H 0.18 -1.50 1.69
O -2.78 -1.37 2.58
B -2.16 -2.29 2.15
O -1.65 -3.33 1.49
H -1.28 -3.15 0.59

Max |F| = 0.0598 Eh/bohr
Relative energy (zero: lowest compared OMol25 entry of this formula, charge and spin) = 2.784 eV
SMILES = CC1=C[C@@H](C)ON1.O=BO
Gap between HOMO and LUMO = 0.3237 Eh

Atomic partial charges in e from the Mulliken method, atoms 1 to 4:
1 C -1.331
2 C 0.564
3 C -0.653
4 C 0.310